Record 1
A cluster of 2 separate species, C2HBrCl2OS in total, computed with ωB97M-V/def2-TZVPD.

```
8
Properties=species:S:1:pos:R:3:nbo_charge:R:1
C -0.775 -0.046 0.298 -0.303
C 1.599 -0.240 0.735 -0.293
O -1.498 -0.304 -0.901 -0.578
S -1.511 1.278 -0.423 1.022
Cl 1.370 -1.697 1.698 -0.049
Cl -0.120 2.085 -1.612 -0.101
Br 2.268 -0.518 -0.928 0.098
H -1.333 -0.558 1.133 0.205
```

As for the orbital gap (alpha / beta): 6.9 / 6.9 eV. The HOMO energy (alpha / beta) comes out at -7.86 / -7.85 eV. The spin multiplicity is 1. As for the charge: 0. The energy above the lowest of the compared OMol25 structures with the same formula, charge and spin comes out at 101.1 kcal/mol.


Record 2
A cluster of 2 separate species, CH5OS in total, computed with ωB97M-V/def2-TZVPD.

```
8
Properties=species:S:1:pos:R:3:mulliken_spin:R:1
C 0.838 -0.444 0.750 -0.021
S -0.757 -1.186 0.616 0.955
H 0.367 0.524 1.268 0.065
H 1.365 -1.066 1.363 0.003
H 1.345 -0.287 -0.161 0.002
H -1.034 0.131 -1.020 -0.010
H -0.705 1.450 -1.191 0.001
O -1.420 0.878 -1.625 0.004
```

As for the orbital gap (alpha / beta): 10.5 / 7.2 eV. The HOMO energy (alpha / beta) comes out at -9.83 / -9.45 eV. The spin multiplicity is 2. As for the charge: 0. The energy above the lowest of the compared OMol25 structures with the same formula, charge and spin comes out at 23.3 kcal/mol.


Record 3
The molecule C13H22N2OS, computed with ωB97M-V/def2-TZVPD.

```
39
Properties=species:S:1:pos:R:3:nbo_charge:R:1
C 4.509 0.279 -2.791 -0.562
C 3.127 1.067 -2.492 -0.385
C 2.816 1.034 -0.992 -0.373
C 2.620 -0.193 -0.404 -0.527
H 3.398 -0.767 -0.738 0.240
H 2.660 0.031 0.677 0.248
C 1.527 -0.716 -0.826 -0.092
N 1.149 -2.227 -0.392 -0.603
C 0.109 -2.234 0.420 0.277
S -0.428 -3.397 1.456 -0.265
N -0.435 -1.147 0.431 -0.420
C 0.212 -0.245 -0.562 0.672
O -0.274 1.131 -0.883 -0.620
C -1.751 -0.707 1.155 0.006
C -2.940 -0.365 -0.018 -0.333
C -4.067 0.021 0.919 -0.385
C -4.022 1.304 1.822 -0.402
C -2.794 0.930 2.817 -0.363
C -1.659 0.434 2.048 -0.458
H -1.180 1.418 1.532 0.211
H -0.756 0.318 2.634 0.221
H -2.516 1.670 3.533 0.219
H -3.064 -0.100 3.470 0.170
H -4.768 1.334 2.470 0.217
H -3.822 1.795 1.044 0.211
H -5.051 0.138 0.179 0.184
H -4.515 -0.753 1.393 0.203
H -2.629 0.349 -0.486 0.193
H -2.910 -1.137 -0.511 0.193
H -2.022 -1.465 1.753 0.227
H 1.842 -3.042 -0.293 0.429
H 1.382 -0.983 -2.116 0.263
H 2.067 1.739 -0.881 0.245
H 3.782 1.720 -0.610 0.197
H 3.424 2.156 -2.943 0.226
H 2.426 0.472 -3.006 0.195
H 5.261 0.561 -2.436 0.162
H 4.499 -0.744 -2.446 0.178
H 4.791 0.320 -3.927 0.200
```

As for the orbital gap: 7.7 eV. Its SMILES is CCCC[C@H]1NC(=S)N(C2CCCCC2)C1=O. The HOMO energy comes out at -8.30 eV. The spin multiplicity is 1. As for the charge: 0. The energy above the lowest of the compared OMol25 structures with the same formula, charge and spin comes out at 291.9 kcal/mol.


Record 4
A cluster of 3 separate species, CH6N2OS2 in total, computed with ωB97M-V/def2-TZVPD.

```
12
Properties=species:S:1:pos:R:3:nbo_charge:R:1
C -3.595 3.323 0.076 -0.037
N 3.802 -3.017 -0.118 -1.073
N -3.198 2.145 -0.034 -0.595
O 4.593 2.231 0.865 -0.823
S 2.232 1.881 -0.661 -0.254
S 3.967 1.331 -0.083 1.076
H -4.615 3.645 0.317 0.141
H -2.874 4.116 -0.080 0.157
H 4.644 -3.399 -0.534 0.357
H 3.073 -3.045 -0.822 0.358
H 3.522 -3.638 0.631 0.358
H -3.904 1.424 0.118 0.334
```

As for the orbital gap: 8.4 eV. The HOMO energy comes out at -9.98 eV. The spin multiplicity is 1. As for the charge: 0. The energy above the lowest of the compared OMol25 structures with the same formula, charge and spin comes out at 59.7 kcal/mol.


Record 5
The ion C4H10N3 with charge +1, computed with ωB97M-V/def2-TZVPD.

```
17
Properties=species:S:1:pos:R:3:nbo_charge:R:1
C -0.640 0.042 -1.110 0.293
C 0.986 -1.662 -0.033 -0.205
C 0.817 -0.452 0.850 -0.055
C 0.578 -0.778 2.367 -0.597
N -0.174 -0.736 -0.117 -0.374
N -0.413 1.350 -1.013 -0.389
N -1.261 2.299 -1.767 -0.555
H -1.081 -0.568 -1.862 0.200
H 1.607 -1.774 -0.890 0.229
H 0.706 -2.570 0.520 0.226
H 1.515 0.380 0.724 0.229
H 1.543 -0.786 2.759 0.226
H 0.230 -1.942 2.471 0.205
H -0.047 -0.219 2.984 0.233
H -0.741 2.995 -2.329 0.450
H -1.913 2.614 -1.006 0.467
H -1.711 1.809 -2.548 0.417
```

As for the orbital gap: 10.0 eV. Its SMILES is C[C@H]1CN1/C=N/[NH3+]. The HOMO energy comes out at -13.63 eV. The spin multiplicity is 1. As for the charge: +1. The energy above the lowest of the compared OMol25 structures with the same formula, charge and spin comes out at 98.6 kcal/mol.


Record 6
A structure of composition C33H49AlBBrCl7N5O13S, computed with ωB97M-V/def2-TZVPD.

```
111
Properties=species:S:1:pos:R:3:lowdin_charge:R:1
C 2.501 -2.342 0.917 -0.235
C 2.923 -1.050 0.242 -0.212
C 1.812 -0.103 -0.148 -0.246
N 0.938 0.420 0.879 0.035
N -0.082 -0.398 1.425 0.103
C -1.219 -0.723 0.815 -0.291
N -2.394 -0.602 1.452 0.175
C -3.488 -1.392 0.792 -0.101
C -3.677 -0.862 -0.615 -0.112
C -2.321 -0.527 -1.260 -0.149
N -1.227 -1.203 -0.489 -0.041
H 3.320 -3.039 0.945 0.058
H 1.540 -2.777 0.278 -0.172
H 2.121 -2.205 1.924 0.095
H 3.422 -1.330 -0.687 0.119
H 3.690 -0.573 0.848 0.123
H 2.280 0.768 -0.599 0.144
H 1.190 -0.505 -0.982 -0.113
H 1.441 0.827 1.651 0.150
H 0.040 -0.711 2.375 0.174
H -2.286 -0.941 2.410 0.181
H -3.138 -2.423 0.782 0.128
H -4.400 -1.347 1.366 0.142
H -4.244 -1.560 -1.217 0.137
H -4.219 0.076 -0.574 0.111
H -2.131 0.534 -1.165 0.119
H -2.285 -0.775 -2.312 0.113
H -1.333 -2.215 -0.492 0.113
C 5.655 1.895 1.081 -0.257
S 5.895 1.750 -0.695 0.811
O 5.496 0.354 -1.080 -0.590
C 7.680 1.826 -0.630 -0.290
H 4.585 1.846 1.284 0.030
H 6.168 1.078 1.590 0.066
H 6.042 2.855 1.420 0.065
H 8.062 1.020 -0.006 0.063
H 7.978 2.794 -0.227 0.072
H 8.064 1.721 -1.637 -0.003
Br 1.616 -4.438 -0.117 0.578
Al 0.542 -1.726 -2.198 1.037
B -6.955 1.841 -3.444 -0.858
O -7.431 2.755 -4.500 0.228
C -8.358 2.136 -5.220 -0.363
O -8.946 2.609 -6.146 0.164
C -8.541 0.712 -4.644 -0.369
O -9.290 -0.115 -5.046 0.203
O -7.702 0.592 -3.615 0.237
O -5.488 1.599 -3.556 0.248
C -4.912 1.975 -2.445 -0.399
O -3.735 1.894 -2.196 0.102
C -5.989 2.513 -1.485 -0.402
O -5.785 2.917 -0.379 0.157
O -7.154 2.421 -2.098 0.244
N -8.864 7.571 -4.051 0.094
C -9.804 8.182 -4.755 -0.075
C -10.536 7.553 -5.792 -0.002
C -10.247 6.240 -6.099 -0.031
C -9.263 5.591 -5.371 0.028
C -8.598 6.310 -4.345 -0.063
H -9.981 9.222 -4.508 0.122
H -11.288 8.106 -6.336 0.118
H -10.778 5.724 -6.887 0.126
H -9.010 4.554 -5.563 0.078
H -7.842 5.825 -3.738 0.121
C 1.905 -6.584 2.719 -0.059
C 2.610 -7.031 3.987 -0.500
O 3.627 -6.490 4.340 0.086
C 1.973 -8.154 4.760 -0.012
H 2.478 -5.775 2.276 0.018
H 1.844 -7.411 2.009 0.089
H 0.899 -6.232 2.953 0.081
H 1.916 -9.052 4.143 0.093
H 0.968 -7.864 5.073 0.088
H 2.571 -8.371 5.641 0.089
C 4.152 5.455 -4.189 -0.100
C 5.220 6.187 -4.693 -0.064
C 6.511 5.677 -4.622 -0.075
C 6.735 4.433 -4.054 -0.082
C 5.667 3.701 -3.552 -0.109
C 4.378 4.214 -3.617 -0.095
H 3.146 5.848 -4.240 0.028
H 5.046 7.155 -5.142 0.110
H 7.341 6.251 -5.011 0.109
H 7.740 4.034 -4.003 0.104
H 5.836 2.729 -3.111 0.049
H 3.545 3.644 -3.221 0.095
C 9.593 -0.996 -3.183 -2.043
Cl 10.009 -2.684 -2.897 0.544
Cl 10.747 0.050 -2.348 0.538
Cl 9.629 -0.658 -4.910 0.545
Cl 7.967 -0.674 -2.553 0.554
C 1.118 -4.504 8.931 -0.063
C 1.629 -5.829 8.405 -0.220
O 1.199 -6.924 9.217 0.045
C -0.055 -7.322 9.007 -0.620
O -0.809 -6.865 8.184 0.107
O -0.322 -8.308 9.847 0.018
C -1.663 -8.808 9.784 -0.027
H 1.398 -4.377 9.976 0.086
H 1.535 -3.679 8.351 0.075
H 0.032 -4.454 8.872 0.074
H 2.717 -5.843 8.436 0.125
H 1.328 -5.993 7.370 0.109
H -1.930 -9.079 8.765 0.094
H -2.359 -8.066 10.170 0.100
H -1.689 -9.691 10.414 0.097
C 0.606 7.163 -2.596 -1.540
Cl 1.737 6.488 -1.414 0.511
Cl 0.996 8.837 -2.948 0.556
Cl 0.601 6.193 -4.073 0.543
H -0.386 7.126 -2.168 0.011
```

As for the orbital gap: 0.9 eV. The HOMO energy comes out at -12.01 eV. The spin multiplicity is 1. As for the charge: +2.


Record 7
A structure of composition C17H16BBrFeN9Se2Te2, computed with ωB97M-V/def2-TZVPD.

```
49
Properties=species:S:1:pos:R:3:mulliken_spin:R:1
Fe -1.234 -0.325 -1.188 3.786
C -1.315 4.053 -1.198 -0.002
C -1.667 2.795 -1.682 0.006
N -0.992 1.853 -1.043 0.049
N -0.188 2.461 -0.143 -0.004
C -0.382 3.790 -0.220 0.012
B 0.689 1.511 0.734 -0.085
N 1.533 0.632 -0.222 -0.018
C 2.869 0.558 -0.349 0.003
C 3.163 -0.324 -1.366 0.002
C 1.917 -0.756 -1.820 -0.007
N 0.950 -0.175 -1.125 0.074
N -0.286 0.633 1.565 -0.016
C -0.434 0.542 2.895 0.008
C -1.488 -0.307 3.163 0.001
C -1.942 -0.701 1.906 0.000
N -1.215 -0.128 0.955 0.069
N 1.663 2.188 1.696 0.001
C 2.078 3.457 1.915 0.000
C 3.030 3.440 2.905 0.000
C 3.143 2.084 3.243 0.000
N 2.330 1.341 2.518 0.000
H -1.687 5.013 -1.504 0.000
H -2.373 2.520 -2.447 -0.001
H 0.127 4.483 0.417 0.000
H 3.515 1.127 0.292 0.001
H 4.133 -0.609 -1.723 0.001
H 1.674 -1.456 -2.602 -0.007
H 0.219 1.075 3.559 0.001
H -1.866 -0.594 4.125 0.000
H -2.750 -1.363 1.644 -0.006
H 1.711 4.294 1.358 0.000
H 3.562 4.280 3.311 0.000
H 3.779 1.619 3.977 0.000
Se -0.872 -0.245 -3.784 0.217
Te -2.869 -0.822 -5.035 0.400
Te -4.836 -0.840 -3.212 0.329
Se -3.717 -0.596 -1.042 0.141
Br 0.953 -2.545 1.126 0.003
C -0.177 -3.396 -0.126 0.017
C -0.272 -4.782 -0.049 0.000
C -1.063 -5.437 -0.972 0.001
C -1.720 -4.690 -1.940 0.002
C -1.571 -3.319 -1.922 0.044
N -0.818 -2.665 -1.028 0.007
H 0.267 -5.314 0.720 0.001
H -1.160 -6.513 -0.939 0.000
H -2.342 -5.153 -2.691 0.000
H -2.071 -2.697 -2.652 -0.030
```

As for the orbital gap (alpha / beta): 7.0 / 5.2 eV. The HOMO energy (alpha / beta) comes out at -7.28 / -7.39 eV. The spin multiplicity is 6. As for the charge: 0. The energy above the lowest of the compared OMol25 structures with the same formula, charge and spin comes out at 0.0 kcal/mol.


Record 8
A cluster of 8 separate species, C15H44ClO11 in total, computed with ωB97M-V/def2-TZVPD.

```
71
Properties=species:S:1:pos:R:3:lowdin_charge:R:1
Cl -12.417 18.294 -17.801 0.676
O -11.757 19.183 -18.726 -0.336
O -11.536 18.067 -16.665 -0.380
O -13.624 18.934 -17.306 -0.364
O -12.697 17.033 -18.427 -0.334
C -16.803 21.033 -21.084 -0.071
C -16.590 19.585 -20.611 -0.492
C -15.101 19.256 -20.598 -0.058
O -17.194 19.411 -19.329 -0.052
H -16.377 21.132 -22.090 0.071
H -16.268 21.726 -20.432 0.079
H -17.858 21.298 -21.134 0.069
H -17.098 18.927 -21.321 0.131
H -14.719 19.434 -21.606 0.077
H -14.945 18.210 -20.335 0.082
H -14.579 19.873 -19.865 0.075
H -16.696 19.927 -18.684 0.085
C -7.076 17.875 -13.702 -0.049
C -6.737 17.664 -15.170 -0.472
C -7.706 16.702 -15.871 -0.048
O -6.728 18.898 -15.891 -0.068
H -7.955 18.521 -13.673 0.055
H -6.252 18.232 -13.089 0.074
H -7.398 16.925 -13.258 0.073
H -5.735 17.254 -15.318 0.128
H -7.269 16.342 -16.798 0.075
H -8.675 17.174 -16.043 0.070
H -7.923 15.841 -15.227 0.066
H -7.567 19.357 -15.727 0.040
C -10.838 17.111 -11.909 -0.046
C -10.890 17.020 -13.423 -0.488
C -10.740 15.575 -13.914 -0.062
O -12.186 17.457 -13.841 -0.074
H -11.847 17.103 -11.510 0.083
H -10.296 18.013 -11.598 0.063
H -10.193 16.342 -11.478 0.071
H -10.157 17.637 -13.948 0.100
H -10.527 15.529 -14.986 0.064
H -11.692 15.081 -13.722 0.078
H -9.894 15.041 -13.469 0.070
H -12.178 17.542 -14.810 0.048
C -10.699 20.472 -13.612 -0.049
C -9.813 20.988 -14.729 -0.457
C -8.523 21.576 -14.215 -0.056
O -9.500 19.876 -15.600 -0.073
H -10.185 19.680 -13.070 0.055
H -11.662 20.084 -13.944 0.070
H -10.935 21.259 -12.884 0.088
H -10.358 21.719 -15.341 0.131
H -8.693 22.536 -13.727 0.079
H -7.741 21.678 -14.969 0.083
H -8.083 20.900 -13.472 0.075
H -10.371 19.536 -15.865 0.055
C -10.498 20.391 -21.732 -0.164
O -9.686 21.242 -20.933 -0.126
H -11.389 20.053 -21.196 0.059
H -10.770 20.913 -22.652 0.070
H -9.919 19.492 -21.927 0.078
H -10.180 22.044 -20.752 0.068
C -13.859 22.110 -15.551 -0.179
O -14.614 21.508 -16.571 -0.130
H -12.886 22.487 -15.909 0.071
H -14.418 22.947 -15.135 0.071
H -13.601 21.409 -14.744 0.070
H -14.184 20.687 -16.853 0.021
C -13.672 14.878 -16.188 -0.180
O -14.051 14.050 -17.270 -0.120
H -12.603 15.052 -16.062 0.057
H -14.266 15.793 -16.226 0.081
H -13.927 14.392 -15.239 0.076
H -13.672 14.440 -18.064 0.065
```

As for the orbital gap: 10.2 eV. The HOMO energy comes out at -7.42 eV. The spin multiplicity is 1. As for the charge: -1. The energy above the lowest of the compared OMol25 structures with the same formula, charge and spin comes out at 40.5 kcal/mol.


Record 9
A cluster of 3 separate species, C7H11NO in total, computed with ωB97M-V/def2-TZVPD.

```
20
Properties=species:S:1:pos:R:3:nbo_charge:R:1
C 3.397 -0.903 0.579 -0.760
C -2.922 -0.854 -0.952 -0.731
C -0.064 1.858 -0.566 -0.720
C 2.548 0.267 0.106 0.539
C -2.312 -0.374 0.323 0.323
C 0.106 0.517 -0.033 0.092
C 0.049 -0.613 0.431 -0.234
N -2.943 -0.037 1.344 -0.693
O 3.019 1.314 -0.239 -0.555
H -2.374 0.313 2.117 0.355
H 0.199 -1.610 0.773 0.245
H 3.187 -1.767 -0.056 0.236
H 4.465 -0.662 0.540 0.229
H 3.114 -1.154 1.604 0.237
H -2.520 -1.837 -1.206 0.228
H -2.660 -0.176 -1.768 0.228
H -4.014 -0.919 -0.875 0.223
H -0.796 2.433 0.008 0.245
H -0.379 1.827 -1.613 0.242
H 0.898 2.377 -0.518 0.270
```

As for the orbital gap (alpha / beta): 7.8 / 7.1 eV. The HOMO energy (alpha / beta) comes out at -6.97 / -6.52 eV. The spin multiplicity is 1. As for the charge: 0. The energy above the lowest of the compared OMol25 structures with the same formula, charge and spin comes out at 162.3 kcal/mol.


Record 10
The molecule C4H6O2, computed with ωB97M-V/def2-TZVPD.

```
12
Properties=species:S:1:pos:R:3:nbo_charge:R:1
C -0.960 1.463 1.721 0.137
O -0.179 1.596 0.693 -0.469
C -0.372 0.804 -0.500 -0.100
C 0.788 -0.149 -0.580 0.026
C 0.676 -1.486 0.004 -0.109
O 0.562 -1.277 -1.399 -0.477
H -1.301 0.241 -0.386 0.188
H -1.806 0.812 1.345 0.026
H -0.433 1.482 -1.353 0.205
H 1.771 0.314 -0.658 0.195
H -0.242 -1.787 0.510 0.185
H 1.579 -2.004 0.324 0.193
```

As for the orbital gap: 9.5 eV. The HOMO energy comes out at -8.83 eV. The spin multiplicity is 1. As for the charge: 0. The energy above the lowest of the compared OMol25 structures with the same formula, charge and spin comes out at 115.2 kcal/mol.